(1)
# C3H4N4

A cluster of 2 separate species, C3H4N4 in total (ωB97M-V/def2-TZVPD, OMol25).

Results
- Electronic energy: -335.62570 Ha
- Highest occupied orbital energy (spin up / spin down): -0.29862 / -0.29863 Eh
- LUMO (spin up / spin down): 0.40 / 0.40 eV
- Relative energy (zero: lowest compared OMol25 entry of this formula, charge and spin): 4.017 eV

Geometry (Å):
N 2.153 -0.091 -0.330
N -1.997 -1.399 -1.316
N -1.006 -1.387 -1.799
N -1.026 0.503 0.952
C 0.213 0.724 0.609
C -2.104 0.184 1.357
C 0.958 -0.416 0.143
H 2.742 -0.820 -0.707
H -3.026 0.089 0.793
H 0.546 1.766 0.679
H 2.547 0.849 -0.380

Now the Löwdin charges, all in e: number 1, N, carries 0.014; number 2, N, carries 0.027; number 3, N, carries 0.037; number 4, N, carries -0.067; number 5, C, carries -0.227; number 6, C, carries 0.078; number 7, C, carries -0.189; number 8, H, carries 0.081; number 9, H, carries 0.048; number 10, H, carries 0.106; number 11, H, carries 0.094

***

(2)
# C20H24N2O3SZn

A structure of composition C20H24N2O3SZn (ωB97M-V/def2-TZVPD, OMol25).

Results
- Electronic energy: -3289.05514 Ha
- Highest occupied orbital energy (spin up / spin down): -0.30166 / -0.30351 Eh
- LUMO (spin up / spin down): -2.72 / -2.73 eV

Geometry (Å):
Zn -2.005 0.194 -0.054
S 0.611 -0.370 2.357
O 1.446 0.670 1.769
O -0.807 -0.301 1.954
O 1.116 -1.735 2.377
N -0.255 -1.606 -0.450
N 0.412 0.997 -0.957
C 1.953 -2.359 -0.982
C 1.632 -3.646 -0.570
C 0.289 1.427 4.410
C -2.215 1.071 -1.831
C 0.337 -0.931 5.039
C -3.294 -0.957 1.032
C 0.039 -0.569 6.350
C -0.025 1.757 5.724
C -0.179 0.767 6.697
C 2.571 0.464 -1.764
C 0.368 -3.886 -0.042
C 1.785 2.728 -1.860
C 0.989 -1.336 -0.891
C 1.329 0.071 -1.213
C -0.536 -2.816 0.032
C 0.433 0.079 4.078
C -0.568 1.127 8.097
C 0.600 2.272 -1.257
C -1.606 2.024 1.034
C 2.793 1.801 -2.101
H 0.058 -4.855 0.323
H -2.044 2.854 0.447
H -3.458 -0.877 2.114
H -1.521 1.288 -2.639
H 0.404 2.194 3.647
H -0.159 2.803 5.996
H -3.325 -2.016 0.685
H -0.221 2.944 -1.027
H 3.751 2.101 -2.536
H -2.925 1.911 -1.724
H 0.205 0.839 8.815
H -0.035 -1.344 7.110
H -1.489 0.617 8.396
H 3.331 -0.284 -1.882
H 0.485 -1.965 4.744
H -2.783 0.200 -2.259
H -1.513 -2.933 0.496
H -2.100 1.889 2.002
H 2.381 -4.437 -0.631
H -0.542 2.210 1.204
H 2.947 -2.100 -1.327
H -0.728 2.202 8.183
H -4.184 -0.418 0.563
H 1.856 3.769 -2.116

Now the Löwdin charges, all in e: number 1, Zn, carries 0.660; number 2, S, carries 0.473; number 3, O, carries -0.320; number 4, O, carries -0.419; number 5, O, carries -0.319; number 6, N, carries 0.089; number 7, N, carries 0.060; number 8, C, carries 0.003; number 9, C, carries -0.047; number 10, C, carries -0.058; number 11, C, carries -0.105; number 12, C, carries -0.046; number 13, C, carries -0.137; number 14, C, carries -0.043; number 15, C, carries -0.047; number 16, C, carries -0.288; number 17, C, carries 0.011; number 18, C, carries -0.038; number 19, C, carries -0.039; number 20, C, carries -0.198; number 21, C, carries -0.203; number 22, C, carries -0.119; number 23, C, carries -0.260; number 24, C, carries -0.064; number 25, C, carries -0.141; number 26, C, carries 0.005; number 27, C, carries -0.049; number 28, H, carries 0.105; number 29, H, carries 0.022; number 30, H, carries 0.011; number 31, H, carries 0.016; number 32, H, carries 0.107; number 33, H, carries 0.107; number 34, H, carries 0.000; number 35, H, carries 0.098; number 36, H, carries 0.113; number 37, H, carries 0.022; number 38, H, carries 0.081; number 39, H, carries 0.112; number 40, H, carries 0.080; number 41, H, carries 0.093; number 42, H, carries 0.109; number 43, H, carries 0.040; number 44, H, carries 0.091; number 45, H, carries 0.031; number 46, H, carries 0.113; number 47, H, carries 0.011; number 48, H, carries 0.101; number 49, H, carries 0.070; number 50, H, carries 0.006; number 51, H, carries 0.098

***

(3)
# C3H10N4

The molecule C3H10N4 (ωB97M-V/def2-TZVPD, OMol25).

Results
- Electronic energy: -339.20789 Ha
- Highest occupied orbital energy: -0.28700 Eh
- LUMO: 0.95 eV
- Relative energy (zero: lowest compared OMol25 entry of this formula, charge and spin): 3.267 eV

Geometry (Å):
N 1.762 0.172 0.427
N 0.415 -0.293 -0.026
N 2.232 1.324 -0.182
N 2.684 -0.855 0.242
C -2.601 0.046 -0.638
C -0.611 -0.313 0.893
C -1.924 -0.235 0.667
H -3.119 1.003 -0.597
H 0.169 -0.054 -0.983
H 2.734 -1.193 -0.722
H 2.392 -1.626 0.839
H -0.240 -0.458 1.899
H -1.904 0.075 -1.471
H -3.345 -0.717 -0.858
H 2.178 1.315 -1.204
H -2.583 -0.325 1.517
H 1.760 2.136 0.198

Now the Löwdin charges, all in e: number 1, N, carries -0.310; number 2, N, carries -0.012; number 3, N, carries 0.024; number 4, N, carries 0.010; number 5, C, carries -0.115; number 6, C, carries -0.197; number 7, C, carries -0.185; number 8, H, carries 0.069; number 9, H, carries 0.106; number 10, H, carries 0.070; number 11, H, carries 0.077; number 12, H, carries 0.106; number 13, H, carries 0.051; number 14, H, carries 0.068; number 15, H, carries 0.074; number 16, H, carries 0.084; number 17, H, carries 0.081

***

(4)
# C19H23NO3

The molecule C19H23NO3 (ωB97M-V/def2-TZVPD, OMol25).

Results
- Electronic energy: -1018.16953 Ha
- Highest occupied orbital energy: -0.30717 Eh
- LUMO: 0.76 eV
- Relative energy (zero: lowest compared OMol25 entry of this formula, charge and spin): 4.243 eV

Geometry (Å):
O -1.066 0.886 4.289
O 0.236 -1.356 2.182
O 0.222 0.390 -1.405
N -1.085 1.480 2.152
C 0.320 -1.447 -2.765
C 1.622 0.759 0.616
C -0.361 -2.414 -3.628
C 0.729 -0.099 2.826
C -0.475 0.825 3.199
C 3.345 2.536 0.586
C -1.725 -0.164 -2.567
C -2.373 -1.059 -3.435
C 1.668 0.747 2.039
C -1.728 -2.241 -3.875
C -2.400 0.879 -1.814
C 0.502 -3.464 -4.331
C 2.466 1.730 2.744
C -2.089 2.582 2.285
C 0.726 -0.190 -0.236
C -0.373 -0.390 -2.291
C 2.437 1.699 -0.095
C 3.249 2.639 1.987
C -0.221 -2.213 3.247
H -2.039 3.335 1.463
H -1.670 1.435 -1.213
H -1.275 -2.031 3.529
H -0.203 -0.471 0.167
H -2.950 1.576 -2.481
H 3.863 3.456 2.346
H 4.058 3.141 0.245
H 0.647 -3.172 -5.434
H -0.603 1.302 1.247
H 2.307 1.817 3.817
H 1.362 -1.633 -2.555
H 0.080 -4.458 -4.208
H -2.092 3.046 3.310
H -3.370 -0.717 -3.755
H 1.166 -0.266 3.808
H -3.032 2.192 2.149
H 1.501 -3.493 -3.802
H 2.507 1.821 -1.180
H 1.297 -1.176 -0.416
H -3.271 0.399 -1.253
H 0.291 -2.039 4.173
H -2.211 -2.911 -4.551
H 0.013 -3.266 2.888

Now the Löwdin charges, all in e: number 1, O, carries 0.034; number 2, O, carries -0.146; number 3, O, carries -0.075; number 4, N, carries 0.041; number 5, C, carries 0.036; number 6, C, carries -0.096; number 7, C, carries -0.242; number 8, C, carries -0.192; number 9, C, carries -0.408; number 10, C, carries -0.068; number 11, C, carries -0.230; number 12, C, carries -0.021; number 13, C, carries -0.130; number 14, C, carries -0.049; number 15, C, carries -0.047; number 16, C, carries -0.066; number 17, C, carries 0.008; number 18, C, carries -0.042; number 19, C, carries -0.136; number 20, C, carries -0.303; number 21, C, carries 0.003; number 22, C, carries -0.066; number 23, C, carries -0.080; number 24, H, carries 0.091; number 25, H, carries 0.077; number 26, H, carries 0.097; number 27, H, carries 0.103; number 28, H, carries 0.091; number 29, H, carries 0.098; number 30, H, carries 0.054; number 31, H, carries 0.106; number 32, H, carries 0.117; number 33, H, carries 0.116; number 34, H, carries 0.114; number 35, H, carries 0.064; number 36, H, carries 0.102; number 37, H, carries 0.118; number 38, H, carries 0.139; number 39, H, carries 0.037; number 40, H, carries 0.081; number 41, H, carries 0.117; number 42, H, carries 0.158; number 43, H, carries 0.114; number 44, H, carries 0.071; number 45, H, carries 0.096; number 46, H, carries 0.113

***

(5)
# C35H44IN9O4Sn

A structure of composition C35H44IN9O4Sn (ωB97M-V/def2-TZVPD, OMol25).

Results
- Electronic energy: -2665.36884 Ha
- Highest occupied orbital energy: -0.46273 Eh
- Charge: +2
- LUMO: -6.50 eV
- Relative energy (zero: lowest compared OMol25 entry of this formula, charge and spin): 0.797 eV

Geometry (Å):
I 6.534 -0.501 -6.726
Sn 0.115 0.397 -0.738
O 1.113 -1.168 -1.923
O -1.899 0.247 -0.951
O -3.534 0.299 0.534
O 1.709 0.918 -1.968
N -0.253 -1.347 0.391
N -3.639 0.960 4.162
N -1.362 -0.683 -4.043
N -3.484 -1.273 3.422
N 2.960 -3.900 8.200
N 1.570 0.828 0.695
N -0.892 2.085 -2.995
N -0.568 2.286 0.210
N -2.477 -0.607 5.420
C 2.810 -2.707 5.912
C 2.323 -2.887 3.586
C -0.506 1.616 -4.347
C 0.040 -3.106 1.812
C 0.426 -1.778 1.537
C -2.449 0.641 0.140
C 1.385 -1.008 2.231
C -3.870 2.630 2.274
C 2.819 -3.463 4.739
C -2.443 2.753 1.702
C 3.017 -3.352 7.184
C 3.335 0.628 2.142
C -0.198 3.373 -2.833
C 1.965 -0.318 -2.304
C 2.072 0.142 1.796
C -1.342 0.478 -4.933
C -4.475 1.475 3.096
C 4.844 0.503 -4.560
C 4.607 -1.810 -4.572
C 2.514 1.779 0.394
C -2.635 -1.053 -3.515
C 1.916 -1.578 3.520
C -0.656 -1.876 -4.459
C -3.198 -0.289 4.311
C 3.887 0.601 -3.561
C 3.623 1.663 1.228
C 3.621 -1.747 -3.522
C -1.634 1.654 0.997
C -2.348 2.286 -2.900
C 1.988 -0.830 4.675
C 3.202 -0.519 -3.070
C -1.034 -2.344 0.012
C 2.486 -1.388 5.825
C 5.242 -0.705 -5.144
C -0.892 -3.464 0.822
H -2.534 3.594 1.005
H -0.605 3.939 -1.966
H -3.347 1.636 4.857
H -2.186 0.075 6.073
H 0.372 -3.771 2.583
H -4.501 2.709 1.426
H -2.863 -2.076 3.479
H 3.696 1.609 -3.174
H -0.872 2.915 -0.509
H -2.451 -1.575 5.709
H 4.515 2.264 1.212
H -2.613 2.675 -1.923
H 0.570 1.261 -4.262
H -3.260 -1.507 -4.285
H -2.437 -1.796 -2.715
H -0.571 -2.561 -3.614
H 3.998 0.234 2.881
H -1.769 3.134 2.433
H -0.349 4.072 -3.685
H -2.712 3.029 -3.629
H 0.853 3.145 -2.689
H 3.094 -2.632 -3.191
H 0.198 2.625 0.782
H -4.733 0.678 2.443
H -1.705 -2.262 -0.841
H -1.140 -2.397 -5.296
H 1.794 0.209 4.567
H -1.382 -4.401 0.721
H -2.360 0.841 -5.138
H 0.381 -1.598 -4.701
H -0.579 2.430 -5.078
H -1.143 1.006 1.755
H 3.146 -4.480 4.797
H -3.905 -1.058 2.505
H 2.412 2.409 -0.443
H 4.741 -2.790 -4.985
H -5.379 1.780 3.569
H 2.386 -3.468 2.694
H 5.347 1.408 -4.879
H -2.902 1.348 -2.991
H 2.606 -0.765 6.725
H -3.201 -0.269 -3.031
H -4.013 3.589 2.822
H -0.931 0.249 -5.913

Now the Löwdin charges, all in e: number 1, I, carries 0.996; number 2, Sn, carries 1.384; number 3, O, carries 0.009; number 4, O, carries -0.112; number 5, O, carries 0.110; number 6, O, carries -0.134; number 7, N, carries -0.044; number 8, N, carries 0.103; number 9, N, carries -0.267; number 10, N, carries 0.218; number 11, N, carries 0.190; number 12, N, carries -0.075; number 13, N, carries -0.267; number 14, N, carries 0.055; number 15, N, carries 0.200; number 16, C, carries -0.219; number 17, C, carries -0.036; number 18, C, carries -0.175; number 19, C, carries 0.012; number 20, C, carries -0.212; number 21, C, carries -0.585; number 22, C, carries 0.017; number 23, C, carries -0.134; number 24, C, carries 0.025; number 25, C, carries -0.118; number 26, C, carries -0.151; number 27, C, carries 0.037; number 28, C, carries -0.097; number 29, C, carries -0.493; number 30, C, carries -0.243; number 31, C, carries -0.166; number 32, C, carries -0.137; number 33, C, carries -0.165; number 34, C, carries -0.075; number 35, C, carries -0.112; number 36, C, carries -0.112; number 37, C, carries -0.179; number 38, C, carries -0.088; number 39, C, carries -0.385; number 40, C, carries -0.010; number 41, C, carries -0.008; number 42, C, carries 0.018; number 43, C, carries -0.260; number 44, C, carries -0.076; number 45, C, carries -0.021; number 46, C, carries -0.155; number 47, C, carries -0.114; number 48, C, carries -0.021; number 49, C, carries -0.745; number 50, C, carries -0.011; number 51, H, carries 0.128; number 52, H, carries 0.085; number 53, H, carries 0.170; number 54, H, carries 0.112; number 55, H, carries 0.106; number 56, H, carries 0.104; number 57, H, carries 0.126; number 58, H, carries 0.126; number 59, H, carries 0.067; number 60, H, carries 0.133; number 61, H, carries 0.114; number 62, H, carries 0.076; number 63, H, carries 0.134; number 64, H, carries 0.101; number 65, H, carries 0.077; number 66, H, carries 0.079; number 67, H, carries 0.124; number 68, H, carries 0.106; number 69, H, carries 0.111; number 70, H, carries 0.116; number 71, H, carries 0.079; number 72, H, carries 0.125; number 73, H, carries 0.119; number 74, H, carries 0.086; number 75, H, carries 0.118; number 76, H, carries 0.098; number 77, H, carries 0.113; number 78, H, carries 0.106; number 79, H, carries 0.126; number 80, H, carries 0.088; number 81, H, carries 0.124; number 82, H, carries 0.153; number 83, H, carries 0.129; number 84, H, carries 0.117; number 85, H, carries 0.103; number 86, H, carries 0.100; number 87, H, carries 0.129; number 88, H, carries 0.119; number 89, H, carries 0.086; number 90, H, carries 0.056; number 91, H, carries 0.142; number 92, H, carries 0.056; number 93, H, carries 0.133; number 94, H, carries 0.127

***

(6)
# C21H19NO3

The molecule C21H19NO3 (ωB97M-V/def2-TZVPD, OMol25).

Results
- Electronic energy: -1092.02628 Ha
- Highest occupied orbital energy: -0.29830 Eh
- LUMO: -0.36 eV
- Relative energy (zero: lowest compared OMol25 entry of this formula, charge and spin): 3.825 eV

Geometry (Å):
O -0.961 5.023 -2.043
O -2.953 1.680 0.021
O 0.098 2.577 -1.532
N 1.165 -2.554 2.287
C 0.947 3.610 -1.942
C 0.537 -3.756 2.215
C -1.857 3.950 -1.566
C 1.092 5.965 -2.648
C -1.034 2.981 -0.747
C 0.364 4.910 -2.080
C 0.592 -1.467 1.629
C -0.708 -1.621 1.070
C 2.450 5.856 -2.905
C -1.701 1.697 -0.157
C -1.434 -0.605 0.567
C 1.119 -4.975 2.851
C 3.054 4.618 -2.499
C 1.209 -0.177 1.424
C 0.449 0.873 0.871
C -1.526 -5.247 1.545
C 2.284 3.461 -2.097
C -1.012 -5.944 0.303
C -1.359 -2.866 1.036
C -0.740 -3.963 1.618
C -0.880 0.652 0.430
H -2.549 4.388 -0.990
H 4.162 4.540 -2.595
H -1.365 -6.919 0.210
H 0.577 6.915 -2.671
H -1.338 -5.435 -0.643
H 0.089 -5.971 0.252
H -2.325 -2.861 0.496
H 1.555 -5.635 2.051
H 3.034 6.673 -3.102
H 2.275 0.034 1.640
H -0.713 3.528 0.157
H 0.384 -5.448 3.469
H 0.859 1.836 0.783
H -2.490 -0.805 0.177
H -2.608 -5.165 1.580
H 2.934 2.570 -1.968
H 1.872 -4.623 3.511
H -2.307 3.469 -2.387
H -1.239 -5.771 2.375

Now the Löwdin charges, all in e: number 1, O, carries 0.001; number 2, O, carries 0.067; number 3, O, carries -0.009; number 4, N, carries 0.158; number 5, C, carries -0.191; number 6, C, carries -0.255; number 7, C, carries -0.031; number 8, C, carries -0.014; number 9, C, carries -0.196; number 10, C, carries -0.222; number 11, C, carries -0.177; number 12, C, carries -0.183; number 13, C, carries -0.073; number 14, C, carries -0.224; number 15, C, carries 0.016; number 16, C, carries -0.026; number 17, C, carries -0.072; number 18, C, carries 0.026; number 19, C, carries 0.003; number 20, C, carries -0.196; number 21, C, carries -0.011; number 22, C, carries -0.086; number 23, C, carries 0.046; number 24, C, carries -0.176; number 25, C, carries -0.149; number 26, H, carries 0.097; number 27, H, carries 0.101; number 28, H, carries 0.045; number 29, H, carries 0.116; number 30, H, carries 0.098; number 31, H, carries 0.081; number 32, H, carries 0.137; number 33, H, carries 0.110; number 34, H, carries 0.067; number 35, H, carries 0.117; number 36, H, carries 0.176; number 37, H, carries 0.072; number 38, H, carries 0.094; number 39, H, carries 0.158; number 40, H, carries 0.122; number 41, H, carries 0.125; number 42, H, carries 0.067; number 43, H, carries 0.132; number 44, H, carries 0.059